(1)
Formula: C6H11BrN3O2
Source: the Open Molecules 2025 dataset
Level of theory: ωB97M-V/def2-TZVPD

Geometry as XYZ:
```
23
Properties=species:S:1:pos:R:3:forces:R:3:nbo_charge:R:1
H 0.8006 2.0347 3.2602 0.432 0.819 1.427 0.3992
N 0.6681 1.6712 2.3580 0.308 -0.478 -2.227 -0.7104
C 1.3950 2.0888 1.4083 -1.663 -1.393 -1.822 0.1773
Br 2.6823 3.4226 1.4057 0.068 0.109 0.390 0.1954
C 1.2266 1.3393 -0.1765 3.095 3.140 2.473 0.2348
N 2.2513 1.6804 -0.8269 -0.417 -1.196 -0.086 -0.5435
H 2.5825 1.1971 -1.6766 -1.031 0.270 0.163 0.3901
C 0.1450 0.3831 -0.4074 -0.891 -1.112 -0.649 -0.2371
N -0.8976 0.3593 0.6497 1.942 -3.597 0.223 -0.5751
C -2.1409 1.0672 0.5349 -0.323 0.951 1.443 -0.4159
C 0.7236 -1.0829 -0.3857 -1.111 0.726 -1.609 0.8144
O 0.2825 -1.8916 0.3759 -0.090 -0.544 0.967 -0.5657
O 1.4773 -1.3241 -1.4157 0.696 1.649 0.616 -0.4693
C 2.0736 -2.6056 -1.5031 0.397 -1.941 0.871 -0.2835
H -0.3601 0.5546 -1.3864 0.528 -0.142 0.489 0.2748
H -0.4391 0.7011 1.5226 0.360 -0.185 0.378 0.4728
H -0.9814 -0.7826 0.7304 -0.131 2.733 0.451 0.4707
H -2.5295 0.7544 -0.4273 -1.110 0.180 0.280 0.2254
H -2.6235 0.7163 1.5388 -0.218 1.020 -2.333 0.2503
H -1.9254 2.1878 0.5514 -0.510 -1.493 0.015 0.2351
H 2.6129 -2.5534 -2.4598 -0.178 -0.504 0.550 0.2266
H 1.2088 -3.3146 -1.4863 1.076 0.133 -0.323 0.2134
H 2.7672 -2.8784 -0.6016 -1.229 0.853 -1.687 0.2202
```
Positions in Å, forces in eV/Å.

* HOMO energy: -13.497 eV
* gap between HOMO and LUMO: 9.9245 eV
* spin multiplicity: 1
* E_tot: -84999.328 eV
* ΔE to the lowest compared entry with this formula, charge and spin: 6.8 kcal per mole
* charge: +1
* LUMO level: -0.1313 hartree
* molecular weight: 237.1 g/mol

(2)
Formula: C9H14O
Source: the Open Molecules 2025 dataset
Level of theory: ωB97M-V/def2-TZVPD

Geometry as XYZ:
```
24
Properties=species:S:1:pos:R:3:forces:R:3:nbo_charge:R:1
C -0.1977 0.1673 1.5669 -0.542 2.321 3.178 -0.6120
C -0.9196 0.9400 0.5437 -0.385 -1.036 -0.470 -0.0791
C -0.7926 2.2438 0.2452 0.926 1.800 -0.363 -0.1629
C -1.4598 2.8055 -0.8916 2.561 2.475 2.353 -0.2802
C -2.1425 2.0055 -1.6712 -2.236 -2.776 -0.762 0.2827
O -2.6761 2.5483 -2.7786 4.012 3.800 1.022 -0.6562
C -2.4556 0.6493 -1.2843 -0.311 3.138 -2.725 -0.2668
C -1.8068 0.2053 -0.2205 -1.066 -1.990 1.119 -0.1789
H -0.2552 0.7403 2.5791 -0.189 -1.069 -1.335 0.2068
H 0.8416 0.1846 1.4152 1.431 -0.552 -0.574 0.2228
H -0.6151 -0.8115 1.7048 0.115 -0.464 0.034 0.2168
H -0.0640 2.7826 0.8685 -0.571 0.364 -0.452 0.2077
H -1.4312 3.8821 -1.2096 0.340 -1.155 0.671 0.2303
H -3.3336 2.0544 -3.0688 -4.731 -3.558 -2.307 0.4625
H -3.2151 0.1773 -1.9092 0.297 -0.519 0.509 0.2076
H -2.1454 -0.7352 0.1662 0.326 -0.759 0.095 0.1984
C 3.2293 -2.3677 -0.1758 -4.158 -4.950 -1.309 -0.6300
C 2.4806 -2.4272 1.1565 2.533 -0.153 1.599 -0.6127
H 3.4070 -3.4499 -0.5576 -0.068 1.031 1.059 0.1949
H 2.3988 -2.2331 -0.9254 1.433 1.377 0.189 0.2204
H 4.1808 -2.0112 -0.2884 1.879 2.047 -0.118 0.2195
H 2.9166 -3.0829 1.9433 0.181 -0.161 -0.813 0.1982
H 1.4831 -2.7654 1.0877 -1.178 0.028 -0.414 0.2078
H 2.5723 -1.5020 1.7039 -0.601 0.760 -0.187 0.2026
```
Positions in Å, forces in eV/Å.

* HOMO energy: -8.412 eV
* gap between HOMO and LUMO: 9.2958 eV
* spin multiplicity: 1
* E_tot: -11605.538 eV
* ΔE to the lowest compared entry with this formula, charge and spin: 48.4 kcal per mole
* LUMO level: 0.0325 hartree
* molecular weight: 138.2 g/mol

(3)
Formula: C13H12N2O3
Source: the Open Molecules 2025 dataset
Level of theory: ωB97M-V/def2-TZVPD

Geometry as XYZ:
```
30
Properties=species:S:1:pos:R:3:forces:R:3:nbo_charge:R:1
O -3.6219 0.3216 1.8822 0.364 0.058 -0.240 -0.6008
C -2.7812 0.8143 1.1733 0.925 -0.140 0.220 0.7951
O -3.0662 1.8133 0.2946 0.580 -0.435 0.868 -0.6660
C -1.2359 0.4290 1.3824 -0.474 1.699 -0.190 0.1656
O -0.3547 1.0198 0.3727 -1.000 0.130 1.147 -0.4977
C -0.3040 0.4722 -0.8397 -3.202 -1.792 -0.002 0.5957
N -1.4052 0.0249 -1.4668 0.286 1.277 2.077 -0.5170
C -1.2595 -0.6875 -2.5823 -0.281 -1.123 -0.862 0.2625
N -0.1075 -1.0261 -3.0679 -2.303 -0.751 -0.791 -0.4445
C 0.9570 -0.6019 -2.4051 0.510 -1.440 -3.022 0.1464
C 2.0960 -0.9713 -3.0712 4.859 0.072 0.957 -0.1736
C 3.3230 -0.5750 -2.5062 -1.755 -0.030 -1.169 -0.1867
C 3.4289 0.2754 -1.3951 -3.665 -0.195 0.113 -0.2271
C 2.1686 0.7047 -0.7907 3.215 -1.490 -0.627 -0.1379
C 0.9508 0.1590 -1.2902 2.664 2.187 0.720 -0.2065
C -0.9126 -0.9928 1.8583 -0.288 -1.809 0.063 -0.4282
C -0.4234 -0.4671 3.3041 1.796 -3.023 -1.423 -0.3996
C -0.7207 0.8901 2.7753 -0.396 1.766 1.110 -0.4137
H -3.9536 2.1263 0.5460 0.125 -0.249 -0.234 0.4971
H -2.1230 -1.1593 -3.1355 0.536 1.100 0.995 0.1885
H 2.2145 -1.5960 -3.9615 -1.012 0.323 0.339 0.2343
H 4.1881 -0.8377 -3.0755 0.704 -0.222 0.065 0.2048
H 4.4546 0.4466 -1.1657 0.228 0.975 1.046 0.2248
H 2.2016 1.3351 0.0846 -0.252 0.093 -0.023 0.2261
H -1.8617 -1.5451 1.9955 0.527 0.048 -0.407 0.2455
H -0.2052 -1.5863 1.1747 -0.937 0.917 1.189 0.2338
H -1.0037 -0.7830 4.1706 -0.263 -0.105 -0.375 0.2129
H 0.6559 -0.8159 3.5274 -1.513 1.113 -0.439 0.2061
H 0.1814 1.4897 2.7673 -0.167 0.567 -0.442 0.2342
H -1.4804 1.3227 3.4445 0.190 0.481 -0.662 0.2260
```
Positions in Å, forces in eV/Å.

* HOMO energy: -8.720 eV
* gap between HOMO and LUMO: 8.6496 eV
* spin multiplicity: 1
* E_tot: -22796.362 eV
* ΔE to the lowest compared entry with this formula, charge and spin: 84.9 kcal per mole
* LUMO level: -0.0026 hartree
* molecular weight: 244.3 g/mol

(4)
Formula: C16H32BIN3O2
Source: the Open Molecules 2025 dataset
Level of theory: ωB97M-V/def2-TZVPD

Geometry as XYZ:
```
55
Properties=species:S:1:pos:R:3:forces:R:3:nbo_charge:R:1
C 8.1295 0.7245 -0.5628 1.094 -0.606 1.386 -0.2861
O 6.8895 1.4915 -0.3683 -0.778 -0.349 -3.649 -0.7658
B 6.0911 1.5956 -1.6052 1.487 0.785 0.200 1.2699
O 6.4084 2.5651 -2.7081 -2.574 -0.973 3.182 -0.9207
C 4.7646 0.6358 -1.7474 -0.908 -0.202 -1.358 -0.6482
C 4.3811 -0.0012 -3.2340 -0.892 0.563 0.788 -0.4038
C 3.0960 -0.9290 -2.7105 1.509 -2.429 -4.134 -0.2907
N 3.2139 -1.2190 -1.2326 0.195 1.334 0.795 -0.4140
C 2.3806 -0.4610 -0.2262 -3.219 0.482 2.080 -0.2590
C 1.0006 0.2008 -0.8112 -0.850 0.689 0.676 -0.4799
C 1.1547 1.8179 -1.2079 -0.481 -0.870 2.296 -0.5675
I 1.1904 2.1867 -3.3642 0.124 -0.007 1.088 0.1146
C 4.6391 -0.7468 -0.8757 2.000 -0.713 -1.764 -0.2207
H 7.8981 -0.3821 -0.1865 0.725 2.215 -1.066 0.1778
H 8.9305 1.1865 0.1903 -1.722 -1.048 -1.846 0.2246
H 8.5581 0.7449 -1.6525 -0.928 -0.002 2.051 0.2029
H 5.6054 3.1937 -2.7412 1.807 -1.367 -0.337 0.5038
H 3.8848 1.4308 -1.6278 1.430 -1.852 0.351 0.2622
H 5.2301 -0.6519 -3.7423 -1.818 1.282 1.373 0.2386
H 4.0151 0.7855 -4.0257 0.725 -1.480 1.819 0.2661
H 2.0506 -0.7614 -3.2071 1.944 0.281 1.727 0.2856
H 3.4048 -1.9820 -3.1809 -0.901 1.998 0.995 0.2280
H 3.0076 -2.2429 -1.1642 0.614 1.193 0.462 0.4541
H 2.0517 -1.2584 0.5996 0.788 1.699 -1.848 0.2559
H 2.9788 0.3674 0.3784 -1.053 -1.848 -1.727 0.2523
H 0.2190 0.1931 0.0890 1.781 -0.075 -1.814 0.2882
H 0.4901 -0.4064 -1.6775 1.207 1.109 1.700 0.2353
H 0.2266 2.4018 -0.7609 1.995 -1.267 -1.174 0.2646
H 2.1035 2.1926 -0.6275 -1.764 -0.384 -1.540 0.2210
H 4.9154 -0.7615 0.2615 -0.921 0.051 -2.297 0.2781
H 5.2742 -1.5444 -1.4922 -0.721 1.807 1.718 0.2279
C -3.6516 1.6588 -0.2272 0.009 0.037 -0.107 -0.6121
C -4.3700 1.2518 1.0554 -0.031 -0.010 -0.543 -0.3887
C -3.6187 1.6765 2.3186 0.821 -0.660 -0.098 -0.5103
C -2.2484 1.0195 2.3464 7.661 -3.472 0.422 0.3358
N -1.1115 0.4744 2.3694 -8.894 4.249 -0.369 -0.4182
H -2.6729 1.1761 -0.3130 -0.022 0.051 0.040 0.1940
H -4.2379 1.3607 -1.1022 0.076 0.097 0.123 0.2232
H -3.5057 2.7444 -0.2677 -0.005 -0.133 -0.037 0.2051
H -4.5096 0.1638 1.0536 -0.060 0.213 0.130 0.2066
H -5.3677 1.7045 1.0628 0.261 -0.154 0.185 0.2469
H -4.1802 1.3745 3.2091 0.230 0.007 -0.066 0.2686
H -3.4974 2.7648 2.3467 0.173 -0.183 0.036 0.2514
C -7.1287 -3.0602 1.4885 -0.035 -0.080 -0.112 -0.6149
C -6.2338 -2.9239 2.7162 0.054 -0.201 -0.375 -0.3846
C -6.7676 -1.9123 3.7323 0.117 0.888 -0.590 -0.5051
C -6.8573 -0.5377 3.0898 -0.639 7.791 -3.279 0.3093
N -6.9317 0.6027 2.5569 0.541 -9.130 4.307 -0.3762
H -7.1974 -2.1202 0.9319 -0.032 -0.069 0.121 0.2154
H -6.7238 -3.8131 0.8048 -0.101 0.075 0.114 0.2193
H -8.1416 -3.3674 1.7734 0.140 0.053 -0.080 0.2104
H -5.2284 -2.6294 2.3911 -0.105 -0.021 0.176 0.2040
H -6.1422 -3.9027 3.1997 0.012 0.207 0.077 0.2169
H -6.0993 -1.8614 4.5984 -0.158 0.213 -0.114 0.2546
H -7.7604 -2.2101 4.0866 0.090 0.218 -0.094 0.2534
```
Positions in Å, forces in eV/Å.

* HOMO energy: -12.515 eV
* gap between HOMO and LUMO: 9.6859 eV
* spin multiplicity: 1
* E_tot: -34442.765 eV
* charge: +1
* LUMO level: -0.1040 hartree
* molecular weight: 436.2 g/mol

(5)
Formula: C5H8N2
Source: the Open Molecules 2025 dataset
Level of theory: ωB97M-V/def2-TZVPD

Geometry as XYZ:
```
15
Properties=species:S:1:pos:R:3:forces:R:3:nbo_charge:R:1
C -1.7564 0.2091 0.4725 0.060 0.189 -0.115 -0.7699
C -0.5882 -0.6322 0.0826 -0.450 -0.421 0.498 0.2208
C 0.9448 0.7177 -0.2533 0.173 0.074 -0.516 -0.2374
C 0.1031 1.3351 -1.0603 -0.271 0.266 -0.549 0.3731
N -0.6197 1.9555 -1.8357 0.333 -0.120 0.417 -0.6045
N 0.5567 -0.2120 0.7880 -0.464 -0.127 0.285 -0.5253
C 1.5188 -1.3158 0.8914 0.194 -0.011 0.020 -0.4073
H -1.5965 1.1839 0.9477 0.243 0.020 -0.144 0.2141
H -2.5104 0.2618 -0.3094 -0.066 -0.017 0.029 0.2268
H -2.1583 -0.4243 1.2716 -0.073 -0.260 0.046 0.2731
H -1.0089 1.3481 -2.5618 0.078 0.177 -0.001 0.3781
H 1.9308 0.5747 -0.6818 0.066 0.072 0.181 0.2532
H 1.7670 -1.6992 -0.1066 0.090 -0.089 0.169 0.1890
H 1.0537 -2.1177 1.4759 0.135 0.271 -0.176 0.2157
H 2.4112 -0.9716 1.4218 -0.046 -0.024 -0.144 0.2005
```
Positions in Å, forces in eV/Å.

* HOMO energy: -7.988 eV
* gap between HOMO and LUMO: 8.4949 eV
* spin multiplicity: 1
* E_tot: -8289.332 eV
* ΔE to the lowest compared entry with this formula, charge and spin: 130.6 kcal per mole
* LUMO level: 0.0186 hartree
* molecular weight: 96.1 g/mol

(6)
Formula: C5H7IO
Source: the Open Molecules 2025 dataset
Level of theory: ωB97M-V/def2-TZVPD

Geometry as XYZ:
```
14
Properties=species:S:1:pos:R:3:forces:R:3:nbo_charge:R:1
C 0.0089 -0.9909 3.6288 0.465 -0.643 -0.555 0.5011
C -1.0025 -0.2537 -1.2220 1.891 0.672 1.130 -0.2132
C -1.2022 -0.9225 0.1505 1.549 0.166 -1.159 -0.4348
C -0.4266 0.3374 -0.1962 -2.097 0.525 0.338 0.0426
C 0.2572 1.5124 0.4484 0.909 0.424 -1.999 -0.6616
O 0.7483 -1.6116 3.0362 -0.606 0.473 0.474 -0.5085
I 2.1472 1.4577 4.5777 0.212 0.058 0.408 -0.0783
H -0.7529 -0.3337 -2.2836 -0.940 -0.201 0.352 0.2258
H 1.8634 2.0219 3.1206 -0.053 0.138 -0.298 0.0877
H -2.1077 -1.0539 0.6994 -0.986 0.677 -0.066 0.1894
H -0.5529 -1.7477 0.3411 0.395 -0.796 0.274 0.1678
H 0.8481 2.0583 -0.3439 0.022 -0.878 0.749 0.2256
H 0.8870 1.2247 1.2823 0.146 -0.127 -0.021 0.2148
H -0.3506 2.3582 0.7549 -0.909 -0.489 0.374 0.2415
```
Positions in Å, forces in eV/Å.

* HOMO energy: -9.095 eV
* gap between HOMO and LUMO: 9.5422 eV
* spin multiplicity: 1
* E_tot: -15442.936 eV
* ΔE to the lowest compared entry with this formula, charge and spin: 44.8 kcal per mole
* LUMO level: 0.0164 hartree
* molecular weight: 210.0 g/mol